{
  "formula": "C2H4N2O2",
  "method": "ωB97M-V with the def2-TZVPD basis set",
  "elements": ["N", "C", "O", "N", "C", "O", "H", "H", "H", "H"],
  "positions_angstrom": [[-1.2743, -0.2529, -1.2700], [-0.5797, 0.4147, -0.2980], [-0.8209, 1.5557, 0.0392], [0.4715, -0.3239, 0.2644], [1.3648, 0.1828, 1.1884], [2.2913, -0.4834, 1.5892], [-2.1212, 0.1942, -1.5883], [-1.2175, -1.2526, -1.3761], [0.7358, -1.2483, -0.0492], [1.1501, 1.2138, 1.5004]],
  "nbo_charge": [-0.8321, 0.7875, -0.6185, -0.6743, 0.5405, -0.5689, 0.4118, 0.3922, 0.4081, 0.1537],
  "largest_force_ev_per_a": 0.46,
  "smiles": "NC(=O)NC=O",
  "de_lowest_kcal_mol": 4.6,
  "multiplicity": 1,
  "lumo_ev": 0.58,
  "homo_lumo_gap_ha": 0.400
}